# 1
ORCA calculation (the ωB97M-V functional and the def2-TZVPD basis) on a 10-piece molecular cluster, C16H22Cl12N6 overall.

For the HOMO energy, the calculation gives -10.76 eV. Its SMILES is ClC(Cl)Cl.ClC(Cl)Cl.ClC(Cl)Cl.ClC(Cl)Cl.CC#N.CC#N.CC#N.CC#N.CC#N.CC#N. The total charge is 0. The calculation puts the LUMO energy at 0.28 eV. For the energy, the calculation gives -6473.64873 Eh.

Geometry as XYZ:
```
56
Properties=species:S:1:pos:R:3:forces:R:3:mulliken_charge:R:1
H -1.0602 1.1389 1.1542 0.2 0.4 -0.3 -0.47
H 1.4811 -3.6553 -1.4022 -0.3 -0.6 0.0 0.41
H -3.5188 1.3060 0.8855 -0.3 -0.1 0.4 0.09
H 2.4542 0.5757 1.0924 0.9 -0.3 -0.3 -0.04
Cl 2.7694 3.4282 -1.5132 0.0 0.4 0.3 -0.16
H -1.1039 3.7175 -2.6724 -0.4 0.5 0.1 -0.22
C -0.2857 -0.0273 5.2460 -0.2 -0.3 0.4 0.72
Cl 1.1758 3.4779 -3.9421 0.2 -0.1 -0.1 -0.14
Cl 0.5649 -2.4122 -4.2396 0.6 0.2 -0.1 -0.14
H -2.1578 5.1686 -2.1601 0.4 -0.4 0.0 0.35
N 3.4145 -0.4007 -1.7806 0.1 0.4 1.0 -0.43
H -4.2821 1.9695 2.3660 -1.0 0.2 0.3 0.41
C -2.1750 -0.1041 -3.2526 0.5 -0.7 1.1 0.81
C 1.1153 -2.9328 -0.6902 -0.9 1.5 -1.7 -0.04
H 4.1565 1.0871 0.9408 -0.1 0.0 -0.4 0.33
C 2.5741 2.7576 -3.1352 -0.2 -0.6 0.6 1.05
N -2.8685 -0.7148 3.2630 -0.1 1.2 -0.7 -0.49
Cl 0.1009 1.5781 4.6994 0.3 0.4 -0.2 -0.13
H 0.3541 0.1872 1.5661 -0.3 0.2 -0.2 0.09
Cl 3.4899 -2.5098 -4.7807 -0.3 -0.1 0.3 -0.14
Cl -1.3245 0.0973 6.7044 0.5 -0.4 -0.5 -0.14
C -1.9224 4.1030 -2.0429 -0.4 -1.1 0.1 -0.21
Cl 2.0338 -0.0620 -5.1902 -0.1 0.0 0.0 -0.11
H -2.6368 2.1804 2.0343 1.4 1.1 0.3 0.28
C -0.0299 -3.4395 3.2149 -1.1 -1.2 0.3 0.25
H -1.1883 -5.0952 3.9834 0.4 0.5 -0.2 0.33
H 2.4043 1.6936 -2.9347 -0.1 0.4 -0.6 -0.68
N -1.4410 3.5615 0.4817 -0.1 0.1 -1.7 -0.51
H 1.5292 -3.0566 0.2767 0.2 -0.1 0.8 0.34
Cl 4.0304 2.9786 -4.0677 0.2 0.0 -0.2 -0.13
H -2.8260 3.4978 -2.2746 0.5 0.5 -0.1 0.18
H 3.8203 -0.5861 1.3251 -0.3 0.1 -0.3 0.35
C 3.4035 -0.0798 -0.6729 0.5 -0.3 -0.9 0.47
Cl -3.1492 0.5057 -1.8648 0.0 -0.1 -0.4 -0.15
H -1.0129 -0.5684 0.8685 0.0 -0.3 -0.8 0.28
C 2.1394 -1.5288 -4.2174 -0.6 0.0 0.0 1.51
H -1.2754 -0.5558 -2.7699 -0.8 0.3 -0.7 -0.50
C -3.1036 0.2649 2.6892 0.0 -0.9 0.5 0.61
C -0.7973 -4.0959 4.2384 -0.6 0.3 1.3 -0.84
H 1.4326 -1.9763 -1.1662 0.1 -0.4 0.7 -0.48
C -1.6075 3.7661 -0.6503 0.1 0.3 1.6 0.42
C -0.3646 -2.7948 -0.6792 3.7 -0.9 0.0 0.25
N 0.5583 -3.0587 2.3250 1.1 1.1 -1.2 -0.29
Cl 1.1862 -1.0212 5.5082 -0.6 0.4 0.1 -0.14
N 0.6477 0.9124 -1.4706 1.4 0.8 -3.2 0.27
C 0.2260 0.6586 -0.4618 -2.4 -1.1 3.0 -0.39
N -1.4672 -2.5752 -0.7660 -2.8 0.5 -0.1 -0.44
Cl -3.0520 -1.3395 -4.1651 0.1 0.2 0.3 -0.13
H 2.2846 -1.2163 -3.1840 0.2 -0.2 -0.4 -0.98
C -3.4228 1.4972 1.9635 -0.1 -1.4 -0.7 -0.80
C -0.4269 0.3393 0.7971 0.9 -0.2 1.5 0.22
H -0.1155 -4.1639 5.0915 -0.3 -0.2 0.2 0.28
Cl -1.6891 1.2052 -4.2809 0.1 0.3 -0.3 -0.08
C 3.4679 0.2677 0.7272 -0.7 0.2 1.2 -0.79
H -0.8569 -0.4918 4.4524 -0.1 -0.2 0.2 -0.32
H -1.6533 -3.4586 4.5335 0.4 -0.3 -0.2 0.25
```
Forces are in eV/Å.

=====

# 2
ORCA calculation (the ωB97M-V functional and the def2-TZVPD basis) on an isolated molecule of ClFIP.

For the HOMO energy (alpha / beta), the calculation gives -8.95 / -9.11 eV. The total charge is 0. The calculation puts the LUMO energy (alpha / beta) at -1.95 / -1.62 eV. For the energy, the calculation gives -1199.03880 Eh.

Geometry as XYZ:
```
4
Properties=species:S:1:pos:R:3:forces:R:3:mulliken_charge:R:1
I -0.3024 -0.3274 -1.3367 0.2 -0.1 1.6 0.42
Cl -1.0085 1.1200 1.8842 -0.5 2.0 0.6 -0.10
F 1.7852 -0.2228 -1.6598 -0.3 0.1 -0.1 -0.49
P -0.4743 -0.5698 1.1123 0.5 -2.0 -2.1 0.17
```
Forces are in eV/Å.

=====

# 3
ORCA calculation (the ωB97M-V functional and the def2-TZVPD basis) on a 2-piece molecular cluster, C4H6I2 overall.

For the HOMO energy (alpha / beta), the calculation gives -9.10 / -8.41 eV. The total charge is 0. The calculation puts the LUMO energy (alpha / beta) at -0.95 / -0.73 eV. For the energy, the calculation gives -751.22639 Eh.

Geometry as XYZ:
```
12
Properties=species:S:1:pos:R:3:forces:R:3:mulliken_charge:R:1
H -0.7412 1.6236 1.8092 0.1 -1.1 -0.1 0.27
C -0.0282 -0.4447 -0.7807 1.0 -1.3 -2.3 0.22
H 0.7622 2.0046 -0.2728 -0.9 -1.9 0.7 0.11
H 1.8579 -1.5735 -1.1577 -1.1 0.8 0.1 0.19
C -0.9152 0.5977 1.3803 1.7 3.7 -1.3 -1.11
C 0.8440 -1.2302 -1.4983 -0.2 -1.1 -0.5 -0.82
H -1.7751 0.7311 0.8140 -2.0 -0.3 -0.6 0.38
I 1.9839 -0.0662 1.4938 0.2 -0.3 0.0 0.11
H -0.9179 -0.0866 2.1245 -0.7 -2.2 2.4 0.40
H 0.5862 -1.7622 -2.4974 0.1 1.4 1.9 0.22
C 0.1813 0.2438 0.4467 1.4 2.4 -0.7 -0.02
I -1.8379 -0.0373 -1.8615 0.3 0.0 0.4 0.03
```
Forces are in eV/Å.

=====

# 4
ORCA calculation (the ωB97M-V functional and the def2-TZVPD basis) on an isolated molecule of C4H4N2.

For the HOMO energy, the calculation gives -8.83 eV. Its SMILES is C=C=C=NN=C. The total charge is 0. The calculation puts the LUMO energy at -0.35 eV. For the energy, the calculation gives -264.14106 Eh.

Geometry as XYZ:
```
10
Properties=species:S:1:pos:R:3:forces:R:3:mulliken_charge:R:1
H -2.3363 -2.1296 -0.5228 0.7 1.3 0.6 0.27
C 2.2526 0.7018 -0.1451 2.1 0.3 0.1 -0.67
H -1.1008 -1.5197 0.9416 -1.3 0.0 -1.6 0.23
C 0.9580 0.9387 -0.0787 1.3 0.1 0.4 0.28
N -1.9781 -0.0807 -0.2655 -2.1 -1.6 -3.0 -0.13
H 3.1073 1.3765 0.3111 -2.1 -1.1 -1.0 0.22
N -1.5074 1.0286 0.1946 1.8 1.4 2.3 -0.47
C -0.2532 1.1913 0.2256 -0.9 -1.0 -0.9 0.30
H 2.6626 -0.2146 -0.6841 -0.8 1.2 0.8 0.22
C -1.8048 -1.2923 0.0233 1.4 -0.4 2.3 -0.24
```
Forces are in eV/Å.

=====

Computed values of strongest force on any atom (unit: hartree/bohr) for the preceding records, in sequence: 0.0769; 0.0573; 0.0836; 0.0782.
Computed values of ΔE to the lowest compared entry with this formula, charge and spin (unit: eV) for the preceding records, in sequence: 0.000; 3.354; 3.381; 5.044.